{
  "formula": "C6H3NO",
  "method": "wB97M-V/def2-TZVPD",
  "species": ["O", "N", "C", "C", "C", "C", "C", "C", "H", "H", "H"],
  "positions_angstrom": [[-3.572, -0.701, 0.274], [4.577, 0.364, 0.387], [-1.603, 0.350, -0.136], [-0.458, 0.136, -0.226], [3.411, -0.195, 0.079], [0.890, -0.213, -0.253], [-3.029, 0.530, -0.069], [2.066, -0.476, -0.345], [-3.319, 1.039, -1.000], [-3.199, 1.292, 0.862], [-4.619, -0.056, 0.932]],
  "atomic_forces_ev_per_a": [[-5.9632, 2.6902, 2.9404], [-10.9829, -5.5805, -2.8693], [-2.9557, 0.7180, -0.0645], [4.9006, -1.3956, -0.2170], [8.8969, 4.9004, 1.7745], [-1.3086, 0.3097, -0.3625], [1.1118, 2.7947, 2.2666], [2.5155, 0.9513, 1.4716], [-0.6309, -0.3903, 0.1961], [0.4889, -1.1940, -2.3518], [3.9275, -3.8039, -2.7841]],
  "relative_energy_kcal_mol": 158.9,
  "lumo_ev": -1.160,
  "gap_ha": 0.322,
  "e_homo_ev": -9.92,
  "total_charge": 0
}


{
  "formula": "C6H3NOS",
  "method": "wB97M-V/def2-TZVPD",
  "species": ["S", "O", "N", "C", "C", "C", "C", "C", "C", "H", "H", "H"],
  "positions_angstrom": [[2.503, -1.142, -1.571], [-2.551, 1.444, 0.281], [-3.204, 0.274, 2.272], [1.013, -0.375, -2.070], [0.264, 0.019, -0.864], [2.271, -0.843, 0.133], [-0.362, -0.147, -2.096], [-2.844, 0.908, 1.394], [1.071, -0.193, 0.313], [2.819, -1.251, 0.988], [0.691, 0.134, 1.311], [-1.672, 1.171, -0.092]],
  "atomic_forces_ev_per_a": [[-0.8999, 0.7581, -0.8274], [1.1307, 1.0109, -1.4551], [-0.3119, -0.3299, 1.5086], [1.5498, -1.2091, 3.2272], [3.4315, -0.9033, -0.2830], [-2.1848, 0.6561, -0.2410], [-2.0468, 0.6440, -1.4145], [0.1189, -0.8059, -0.6352], [-0.7588, 0.4839, 1.2392], [0.3253, 0.1953, -0.6849], [0.5389, -0.5446, -0.8496], [-0.8929, 0.0445, 0.4158]],
  "smiles": "C1=c2ccsc2=1.N#CO",
  "relative_energy_kcal_mol": 104.1,
  "lumo_ev": -0.636,
  "gap_ha": 0.309,
  "e_homo_ev": -9.04,
  "total_charge": 0
}


{
  "formula": "C6H40N2O12",
  "method": "wB97M-V/def2-TZVPD",
  "species": ["O", "O", "O", "O", "O", "O", "O", "O", "O", "O", "O", "O", "N", "N", "C", "C", "C", "C", "C", "C", "H", "H", "H", "H", "H", "H", "H", "H", "H", "H", "H", "H", "H", "H", "H", "H", "H", "H", "H", "H", "H", "H", "H", "H", "H", "H", "H", "H", "H", "H", "H", "H", "H", "H", "H", "H", "H", "H", "H", "H"],
  "positions_angstrom": [[0.485, 0.512, 0.908], [3.062, 3.135, -0.263], [-1.248, 2.464, 1.446], [-2.228, -2.409, 2.740], [3.495, 1.174, -1.818], [2.130, 0.838, 2.935], [-2.232, 0.053, 4.100], [0.257, -4.840, 0.894], [3.084, -0.934, 1.046], [0.268, -2.432, 1.804], [0.222, -0.231, 4.335], [0.609, 3.135, -2.477], [-0.500, -0.210, -1.999], [-3.027, 1.558, -1.543], [-3.733, -0.515, -0.165], [0.919, 0.213, -3.911], [-2.615, 0.249, -0.889], [0.436, -0.809, -2.920], [1.597, -1.292, -1.983], [-1.836, -0.730, -1.816], [2.728, 3.780, -0.908], [-0.240, -4.055, 0.577], [2.584, -0.595, 1.826], [0.906, -4.331, 1.419], [-2.358, -0.809, -2.834], [-3.410, 2.107, -0.754], [2.394, 2.468, -0.076], [-0.193, 1.212, 0.579], [1.156, 1.225, -3.499], [0.616, -2.003, 0.990], [-1.796, 2.403, 2.254], [1.254, -1.533, -0.971], [0.071, 0.357, -4.773], [0.177, 3.915, -2.872], [0.648, -2.107, 2.641], [-0.586, 0.825, -2.005], [-3.439, -0.533, 0.885], [-1.289, -0.254, 4.120], [1.721, -0.258, -4.308], [2.704, 1.450, 3.433], [-1.886, 0.564, -0.100], [0.202, -1.776, -3.606], [1.678, 1.452, 2.352], [3.947, 0.791, -2.558], [0.055, 2.391, -2.666], [-3.783, 1.351, -2.180], [4.128, 1.766, -1.295], [1.990, -2.265, -2.359], [-1.624, -2.057, 3.557], [-1.521, -2.603, 2.162], [2.327, -0.551, -1.694], [-1.209, 3.067, 0.855], [-3.986, -1.543, -0.443], [0.952, -0.602, 3.960], [-4.610, -0.007, -0.090], [-2.780, -0.258, 3.399], [-2.004, -1.701, -1.540], [0.803, 0.101, 0.032], [3.994, -0.869, 1.245], [0.535, 0.557, 4.822]],
  "atomic_forces_ev_per_a": [[-0.5723, 0.8539, -3.0754], [0.4550, 0.8486, 0.6092], [0.2009, -7.6711, 6.4623], [0.8346, 1.5494, 4.2863], [0.9345, 1.1599, 1.2751], [1.1551, 1.1735, 1.0643], [0.2137, 1.1608, 1.4484], [0.1697, 1.0556, -0.2329], [-2.1772, -0.3279, 0.1108], [0.4479, 0.2446, -0.1476], [-2.3455, 1.5840, 2.7662], [0.3595, 1.4752, 0.1883], [-1.4809, 0.2870, 0.6866], [0.6017, -1.1291, 1.2368], [1.9946, -0.8902, 1.0219], [-4.0686, 1.8606, -0.8938], [0.4673, -0.2465, -0.0653], [1.2933, -1.1603, 0.4701], [-0.2843, -1.5642, -0.3107], [-1.2997, 3.5818, -2.5852], [-0.2788, -0.7550, 0.2794], [0.0512, -1.1638, 0.0991], [0.8772, 0.1011, -0.8101], [-0.3216, -0.7668, -0.1789], [0.1387, 0.6049, 0.7609], [0.1286, -0.2382, -0.8800], [-0.2302, 0.1751, -0.4885], [1.4971, -1.8221, 1.3037], [0.1766, -1.1858, -0.2767], [0.1211, 0.2273, 1.4369], [0.2594, 0.9043, -1.2126], [-0.6918, -0.3709, -0.3008], [2.0458, -0.2520, 1.9432], [0.1417, -0.6807, 0.2409], [0.0109, 0.1702, -1.2889], [0.1757, -1.3091, -0.5894], [0.1479, -0.5780, 0.1189], [-1.2944, 0.2966, -0.7596], [2.8592, -0.7210, -1.8950], [0.0096, -0.6497, -0.1366], [-0.6234, -0.3403, -0.7219], [-0.7121, 2.1388, 1.9326], [-0.6783, -0.3671, -0.7028], [0.5887, -0.2056, -0.4290], [-0.6651, -0.3111, -0.2947], [-0.2838, 0.1367, -0.1213], [-1.3708, -1.1379, -1.2672], [0.4578, 0.9041, 0.2023], [-2.7263, -1.3115, -2.7290], [1.2150, -0.4942, -1.4908], [0.5076, 0.2349, -0.7784], [-0.6777, 7.1150, -5.2761], [0.4258, 0.1840, -0.3569], [3.2310, -1.0904, -1.6800], [-2.7045, 1.7397, -0.3922], [0.0879, -0.8136, -0.7976], [0.7340, -2.5307, 1.6347], [-0.6552, 0.8675, 1.7214], [1.4193, 0.1646, 0.4350], [-0.2930, -0.7148, -0.5694]],
  "relative_energy_kcal_mol": 138.9,
  "lumo_ev": -0.076,
  "gap_ha": 0.308,
  "e_homo_ev": -8.44,
  "total_charge": 0
}


{
  "formula": "C6H41NO13",
  "method": "wB97M-V/def2-TZVPD",
  "species": ["O", "O", "O", "O", "O", "O", "O", "O", "O", "O", "O", "O", "O", "N", "C", "C", "C", "C", "C", "C", "H", "H", "H", "H", "H", "H", "H", "H", "H", "H", "H", "H", "H", "H", "H", "H", "H", "H", "H", "H", "H", "H", "H", "H", "H", "H", "H", "H", "H", "H", "H", "H", "H", "H", "H", "H", "H", "H", "H", "H", "H"],
  "positions_angstrom": [[-4.498, -1.408, 1.377], [-0.050, -1.712, 2.408], [-1.482, 1.809, 1.985], [-0.534, 4.044, 0.896], [0.382, -3.990, -1.282], [3.595, 3.512, -0.238], [1.579, -3.248, 0.693], [-0.122, 0.623, 4.021], [-0.304, 1.746, -4.483], [-2.355, -2.701, 3.223], [-1.931, -2.851, -2.746], [-2.772, -0.012, 3.524], [0.942, 3.884, -1.310], [0.344, 0.366, -0.883], [3.507, 0.395, 0.222], [-0.896, -0.268, -1.351], [-2.231, 0.385, -0.984], [1.617, -0.898, -2.747], [1.549, -0.422, -1.269], [2.754, 0.507, -1.079], [-2.802, 0.759, -1.851], [0.268, 3.774, -0.599], [3.073, 2.896, 0.258], [-2.675, -1.809, 3.426], [1.500, -1.287, -0.631], [-1.961, 0.374, 3.150], [0.816, -3.994, -0.414], [2.519, -1.511, -2.769], [-1.118, 1.715, 2.895], [-4.066, -0.701, 1.887], [-0.331, -2.025, 3.267], [-0.791, -1.309, -1.045], [-0.762, 3.208, 1.370], [0.192, -0.103, 3.444], [0.051, 2.338, -3.801], [0.732, 4.560, -1.965], [-1.969, 1.294, -0.432], [4.132, 1.262, 0.411], [1.058, -4.224, -1.924], [0.494, 1.340, -1.119], [-0.781, 1.355, 1.468], [-2.933, -3.231, 2.664], [2.361, -3.335, 1.261], [-1.718, -2.865, -3.682], [2.918, 3.974, -0.758], [-0.660, 0.958, -4.073], [1.836, -0.019, -3.376], [0.654, 0.926, 4.520], [-0.841, -0.251, -2.445], [0.994, -2.619, 1.153], [0.798, -1.461, -3.179], [-2.710, -0.040, 4.476], [4.380, -0.263, 0.092], [-2.944, -0.138, -0.369], [2.876, 0.203, 1.093], [-0.570, -1.927, 1.615], [3.480, 0.246, -1.853], [-1.099, -3.176, -2.354], [2.471, 1.527, -1.397], [-1.233, 4.693, 1.007], [-4.733, -0.875, 0.604]],
  "atomic_forces_ev_per_a": [[0.2224, 1.0764, -0.1827], [1.9194, 1.3893, -0.9647], [1.1257, -0.4673, 0.2403], [0.4474, -0.2850, -0.0026], [-0.7839, -0.3753, -1.1172], [0.3179, 0.7983, -0.4754], [0.8599, 0.3946, 1.2317], [0.8329, -0.1031, 0.3272], [0.2345, 0.5944, -0.2990], [0.6566, -0.8416, 0.4868], [0.5249, -0.1478, -0.1412], [-0.4955, -0.3014, -0.4379], [0.4480, -0.6165, -0.4337], [-0.0223, -0.2139, 0.8911], [1.1190, 0.4392, 0.1960], [0.3853, 0.1707, -0.9780], [0.4413, 1.5570, 0.0415], [0.6591, 0.6512, 0.2985], [-1.0516, 1.1472, -0.7406], [0.3799, -0.4340, -0.8293], [0.4105, -0.3833, 0.0937], [0.0808, 0.9446, -0.4197], [-0.3572, -0.4663, 0.4439], [-0.5834, -0.1830, -0.6909], [0.5941, -0.3913, 0.2607], [-0.7495, -0.3840, 0.4150], [0.1497, 0.0338, -0.2134], [-0.0277, -0.2102, -0.2683], [0.0476, 0.5213, -0.4907], [0.0306, -0.4862, 0.4659], [-1.2136, -1.0295, -0.6050], [-0.3839, -0.0533, -0.0747], [-0.5625, 0.9097, -0.1197], [-0.0689, 0.2274, -0.0133], [-0.2590, -0.5888, -0.0421], [-0.4491, -0.1419, 0.5421], [-0.2638, 0.0533, 0.0720], [-0.4810, 0.7149, 0.1655], [0.0308, -0.0049, 0.0815], [-0.4701, -0.0163, -0.4650], [-0.4783, -0.0685, -0.0920], [-0.3170, 0.6963, 0.1694], [-0.3932, 0.0031, -0.1998], [-0.2718, 0.0575, -0.1854], [0.0534, -0.1007, 0.1202], [0.0565, 0.0239, 0.4044], [-0.2760, -0.2934, 0.0039], [-0.3708, -0.0846, -0.2411], [-0.2636, -0.5453, -0.0026], [0.5699, -0.2578, 0.2471], [-0.2489, -0.0583, 0.2755], [0.2961, 0.2850, 0.3310], [-0.8700, -0.8870, 0.3879], [0.2095, -0.6848, 0.2428], [0.2419, -0.2705, -0.0463], [-0.8532, -0.0914, 1.4668], [0.0129, -0.0297, -0.0465], [-0.2999, -0.0650, 0.3643], [-0.0759, -0.2670, 0.5912], [-0.1290, -0.2665, 0.1355], [-0.2877, -0.5941, -0.1747]],
  "relative_energy_kcal_mol": 56.7,
  "lumo_ev": -0.191,
  "gap_ha": 0.313,
  "e_homo_ev": -8.70,
  "total_charge": 0
}


{
  "formula": "C6H43N2O13",
  "method": "wB97M-V/def2-TZVPD",
  "species": ["O", "O", "O", "O", "O", "O", "O", "O", "O", "O", "O", "O", "O", "N", "N", "C", "C", "C", "C", "C", "C", "H", "H", "H", "H", "H", "H", "H", "H", "H", "H", "H", "H", "H", "H", "H", "H", "H", "H", "H", "H", "H", "H", "H", "H", "H", "H", "H", "H", "H", "H", "H", "H", "H", "H", "H", "H", "H", "H", "H", "H", "H", "H", "H"],
  "positions_angstrom": [[2.713, 2.707, -0.537], [-0.594, -1.425, -2.866], [2.262, 0.390, -2.413], [0.339, 3.077, 2.571], [-2.706, -4.145, -0.548], [0.856, 4.270, 0.366], [2.525, -2.665, -2.194], [1.280, -4.590, -0.840], [-2.202, 2.175, 3.081], [1.972, 1.366, 3.375], [4.237, 0.659, -0.211], [-3.435, 1.034, -2.943], [-0.303, 1.121, -1.813], [-2.452, 1.214, -0.349], [1.280, 0.098, 1.161], [-1.087, -1.816, 1.642], [-2.444, -0.226, 0.051], [1.241, -1.248, 0.568], [0.451, -2.073, 1.611], [-3.913, -0.653, 0.012], [-1.713, -0.399, 1.427], [-3.087, 1.320, -1.092], [-1.861, -4.105, -1.031], [3.722, 1.397, 0.135], [-2.389, -4.641, 0.274], [-4.294, -1.452, 0.788], [-1.477, 1.640, -0.703], [0.507, 0.667, 0.905], [-1.530, -2.175, 2.575], [0.041, -2.169, -2.923], [2.309, 0.670, 2.817], [0.011, 0.214, -1.965], [2.138, 0.536, 0.877], [0.745, 4.991, 0.978], [-4.679, 0.112, 0.070], [1.873, -1.981, -1.980], [-4.175, -1.065, -0.962], [0.565, 1.626, -1.825], [-2.585, 2.727, 3.759], [3.024, 0.653, -1.839], [-4.195, 0.939, -3.531], [-2.329, -0.256, 2.268], [2.837, 0.081, -3.154], [1.922, 3.158, -0.245], [-1.053, 0.402, 1.728], [1.571, -5.271, -0.248], [-2.916, 1.689, 0.451], [2.339, -1.538, 0.514], [-1.420, -1.665, -3.229], [3.226, -2.359, -2.729], [-2.672, 1.155, -3.493], [0.738, 3.740, 3.146], [0.914, -1.936, 2.546], [0.562, -1.415, -0.320], [-1.925, -0.783, -0.686], [3.422, 3.357, -0.552], [0.599, -3.131, 1.390], [1.146, 0.873, 3.567], [2.152, -4.145, -0.918], [0.253, 3.652, 0.815], [-1.542, -2.600, 0.998], [5.159, 0.769, -0.355], [-1.224, 2.317, 3.022], [1.010, 2.358, 2.553]],
  "atomic_forces_ev_per_a": [[0.7415, -0.9037, -0.3119], [2.1338, 0.1288, 0.9297], [2.2065, -0.3546, -0.6127], [-0.6385, 0.0700, 0.0483], [1.4367, -0.9668, 1.5391], [-1.0815, -0.1662, -0.4109], [-1.4870, -1.0280, 1.0195], [1.0812, 0.6221, 0.1256], [0.4864, -0.6522, -0.7646], [-0.6966, -0.6389, 0.9499], [-1.3935, -1.7886, -0.1481], [-0.7556, -0.2159, 0.3547], [1.8389, 1.3496, 0.2398], [1.6079, 1.3097, 1.8717], [0.8745, -0.5021, -0.6842], [-0.2519, -0.7944, -0.1654], [-0.2032, 0.2839, 1.8480], [-0.9236, -0.6296, 1.4192], [-0.2712, -0.6921, -1.1275], [-1.5801, -2.2574, 0.9140], [0.3540, -1.0210, -0.6863], [-0.9825, 0.1614, -1.8855], [-0.4020, 0.0385, -0.0697], [0.7380, 0.7369, -0.3184], [-0.9583, 0.8800, -1.5155], [1.3486, 1.4688, -1.3818], [-1.9131, -1.5131, 0.8074], [-0.3545, 0.4791, -0.4257], [0.6314, 0.1350, 0.3892], [-0.8732, 0.3085, -0.2544], [0.8421, -0.3248, -0.6494], [-0.3245, -0.0400, -0.2036], [0.0069, 0.4298, -0.4723], [0.4096, 0.8494, 0.0492], [0.3041, 0.8383, 0.5594], [0.9526, 0.2954, -0.2197], [0.3773, -0.3605, -0.0895], [-1.3699, -0.8080, -0.2263], [0.2142, 0.2860, 0.2845], [-0.9187, 0.0392, 0.4763], [0.1531, 0.0616, 0.0621], [-1.8265, 0.0020, 0.5567], [-1.2221, 0.2258, 0.1828], [-0.2117, 0.9584, 0.3559], [0.6416, 0.2157, -0.8908], [-0.4674, -1.0915, 0.6359], [0.8825, 0.1739, -0.3807], [-1.6508, -0.1913, -0.5436], [-1.2133, -0.7375, -0.6845], [0.8586, 0.9683, -0.8011], [0.6395, 0.1458, -0.4955], [-0.0749, -0.0764, 0.0530], [0.4167, 0.4478, 1.3884], [1.4445, 0.7137, -0.0339], [0.6731, -0.3316, -0.7680], [-0.2260, 0.2409, -0.0683], [-0.1626, -0.1237, -0.1163], [0.3215, 0.5589, 0.5268], [-0.9161, 0.3158, -0.7023], [0.2909, -0.0580, -0.0597], [0.1068, 1.0147, -0.4068], [0.9819, 0.7781, 0.2575], [-1.0053, 0.5489, 0.4049], [0.3590, 0.1870, 0.3253]],
  "relative_energy_kcal_mol": 90.0,
  "lumo_ev": -2.287,
  "gap_ha": 0.363,
  "e_homo_ev": -12.16,
  "total_charge": 1
}